1.
Formula: C29H28Cl3GeN2OV
Source: the Open Molecules 2025 dataset
Level of theory: ωB97M-V with the def2-TZVPD basis set

Its expectation value of S² is 2.2084. As for the LUMO energy (alpha / beta): -0.911 / -0.921 eV. The value obtained for the highest occupied orbital energy (alpha / beta) is -0.2179 / -0.2311 Eh. The value obtained for the frontier orbital gap (alpha / beta) is 5.02 / 5.37 eV. The calculation puts the calculated total energy at -5707.90919 Eh. As for the energy above the lowest of the compared OMol25 structures with the same formula, charge and spin: 30.79 kcal per mole.

```
! wB97M-V def2-TZVPD RIJCOSX def2/J DEFGRID3
* xyz 0 3
V 0.5392 -0.7743 -0.8727
Cl 1.8982 5.2699 -3.8462
C 2.0351 3.8033 -2.9351
C 0.8917 3.1409 -2.5304
C 1.0170 1.9455 -1.8518
Cl -0.4205 1.0977 -1.4113
C 2.2629 1.3273 -1.5351
O 2.3530 0.2055 -0.9556
C 3.3850 2.1088 -1.9308
Cl 4.9653 1.4974 -1.5357
C 3.2892 3.2934 -2.6310
H -0.0856 3.5351 -2.7630
H 4.1795 3.8135 -2.9448
C -0.7512 -1.7642 -0.2967
Ge -1.8107 -2.9010 0.8123
C -0.4282 -3.4535 2.1503
C -0.6340 -3.5976 3.5142
C 0.4121 -3.9340 4.3590
C 1.6851 -4.1245 3.8463
C 1.9071 -3.9791 2.4848
C 0.8561 -3.6454 1.6530
C -2.3574 -4.6663 0.0484
C -3.3468 -5.5180 0.5140
C -3.5659 -6.7483 -0.0811
C -2.7835 -7.1509 -1.1486
C -1.7920 -6.3109 -1.6287
C -1.5915 -5.0781 -1.0356
C -3.1999 -1.9720 1.9227
C -4.2242 -2.5724 2.6391
C -5.1507 -1.8124 3.3315
C -5.0386 -0.4344 3.3674
C -4.0079 0.1823 2.6763
C -3.1166 -0.5844 1.9488
H -1.6291 -3.4579 3.9210
H 0.2334 -4.0581 5.4203
H 2.4965 -4.4144 4.4979
H 2.8977 -4.1283 2.0756
H 1.0181 -3.5112 0.5838
H -3.9604 -5.2283 1.3537
H -4.3456 -7.4017 0.2885
H -2.9399 -8.1172 -1.6048
H -1.1767 -6.6181 -2.4640
H -0.8318 -4.4003 -1.4095
H -4.3233 -3.6488 2.6431
H -5.9742 -2.2991 3.8360
H -5.7635 0.1600 3.9071
H -3.9186 1.2613 2.6866
H -2.3494 -0.1138 1.3404
N 2.0135 0.4444 4.3238
C 1.0032 1.5224 4.1504
C 0.9595 1.9145 2.6578
N 0.7139 0.8020 1.7931
C 1.6492 -0.2745 2.0075
C 1.6784 -0.7404 3.4606
H 2.0746 0.1702 5.3092
H 2.9308 0.8049 4.0264
H 1.2824 2.3821 4.7604
H 0.0336 1.1388 4.4755
H 1.9290 2.3508 2.3912
H 0.1988 2.6798 2.5139
H -0.2458 0.4650 1.7999
H 2.6462 0.0582 1.7019
H 1.3336 -1.0856 1.3192
H 2.4200 -1.5243 3.6114
H 0.7003 -1.1191 3.7623
*
```

2.
Formula: C29H28N13O2Tl
Source: the Open Molecules 2025 dataset
Level of theory: ωB97M-V with the def2-TZVPD basis set

As for the LUMO energy: 4.273 eV. The value obtained for the highest occupied orbital energy is -0.0642 Eh. The value obtained for the frontier orbital gap is 6.02 eV. The calculation puts the calculated total energy at -2156.72234 Eh. As for the energy above the lowest of the compared OMol25 structures with the same formula, charge and spin: 29.80 kcal per mole.

```
! wB97M-V def2-TZVPD RIJCOSX def2/J DEFGRID3
* xyz -2 1
Tl 0.7680 -0.2581 -0.3096
C -3.1420 1.3369 0.5073
C -3.9941 0.0562 0.2750
C -3.7558 -0.6324 -1.0543
C -4.3393 -0.1194 -2.2104
C -4.0199 -0.6845 -3.4344
C -3.1411 -1.7499 -3.4689
C -2.6608 -2.2345 -2.2618
N -2.9757 -1.7092 -1.0824
N -1.8620 1.2367 1.2131
C -1.2128 2.5395 1.1974
C 0.2736 2.5606 1.5197
C 1.0592 3.5790 0.9952
C 2.4123 3.6095 1.2870
C 2.9498 2.6033 2.0716
C 2.0936 1.6255 2.5502
N 0.7856 1.6229 2.3164
C -1.9862 0.7125 2.5585
C -1.8265 -0.7814 2.7079
C -2.1652 -1.3806 3.9236
C -1.9664 -2.7409 4.0746
C -1.4328 -3.4644 3.0188
C -1.1024 -2.7800 1.8604
N -1.2956 -1.4773 1.7132
H -3.7830 2.0461 1.0756
H -2.9324 1.7764 -0.4706
H -5.0381 0.3813 0.2965
H -3.8167 -0.6513 1.0800
H -5.0197 0.7231 -2.1531
H -4.4305 -0.2836 -4.3540
H -2.8009 -2.1700 -4.4054
H -1.9716 -3.0697 -2.2454
H -1.7276 3.2356 1.8938
H -1.3128 2.9488 0.1907
H 0.6348 4.3253 0.3370
H 3.0389 4.3840 0.8661
H 4.0088 2.5622 2.2862
H 2.4606 0.7978 3.1476
H -2.9395 1.0440 3.0166
H -1.1639 1.1131 3.1488
H -2.5658 -0.7826 4.7343
H -2.2214 -3.2305 5.0074
H -1.2696 -4.5309 3.0968
H -0.6567 -3.2825 1.0089
N 4.6140 -0.4001 -0.3967
C 4.1120 -1.2030 0.6194
N 4.9290 -1.9331 1.3810
N 4.1060 -2.6045 2.2028
N 2.8749 -2.2924 1.9507
N 2.8334 -1.4055 0.9380
C 4.1314 0.8331 -0.8055
N 4.9695 1.7633 -1.2707
N 4.1772 2.7967 -1.5908
N 2.9432 2.5063 -1.3306
N 2.8678 1.2586 -0.8260
H 5.6179 -0.4474 -0.4496
C 0.5604 2.8136 -3.8784
C 0.3402 1.3430 -3.5250
O -0.3814 1.0960 -2.5698
C 1.0026 0.3494 -4.3702
C 1.3643 0.7111 -5.6783
C 1.9865 -0.1460 -6.5551
C 2.3113 -1.4376 -6.1097
C 2.0134 -1.8288 -4.8366
C 1.3445 -0.9793 -3.8778
O 1.1323 -1.4207 -2.7178
H 0.1860 3.4180 -3.0546
H 0.0321 3.0842 -4.7955
H 1.6242 3.0127 -4.0053
H 1.1145 1.7044 -6.0318
H 2.2291 0.1676 -7.5637
H 2.8227 -2.1220 -6.7808
H 2.2809 -2.8197 -4.4875
*
```

3.
Formula: C29H28N2O14PTaTe
Source: the Open Molecules 2025 dataset
Level of theory: ωB97M-V with the def2-TZVPD basis set

As for the LUMO energy: -0.949 eV. The value obtained for the highest occupied orbital energy is -0.3051 Eh. The value obtained for the frontier orbital gap is 7.35 eV. The calculation puts the calculated total energy at -2951.41650 Eh. As for the energy above the lowest of the compared OMol25 structures with the same formula, charge and spin: 19.63 kcal per mole.

```
! wB97M-V def2-TZVPD RIJCOSX def2/J DEFGRID3
* xyz 0 1
Ta -0.2194 -0.0784 -0.3666
O -1.8811 -2.7549 2.0489
C -0.8885 -2.0808 1.9868
O -0.3648 -1.6492 0.8481
C -0.0481 -1.7403 3.2171
C 1.4502 -2.1053 3.0866
C 2.0568 -2.1726 4.4940
C 2.1235 -0.6663 4.8524
C 1.5915 -0.0304 3.5586
O 2.0466 -0.9274 2.5539
C 0.0659 -0.2051 3.5061
C -0.6344 0.5594 2.4075
O -1.7845 0.9045 2.4584
O 0.1129 0.7981 1.3165
H -0.5145 -2.2566 4.0540
H 1.6636 -2.9490 2.4335
H 1.4482 -2.7539 5.1844
H 3.0506 -2.6149 4.4556
H 1.5214 -0.4047 5.7216
H 3.1469 -0.3461 5.0388
H 1.9470 0.9751 3.3441
H -0.4296 0.0541 4.4398
O 0.6409 1.5973 -4.0857
C 0.7046 1.4858 -2.8893
O 0.1205 0.5372 -2.2000
C 1.4459 2.4810 -2.0367
C 2.2599 3.4393 -2.6768
C 2.9112 4.3461 -1.8995
C 2.6982 4.3370 -0.5018
C 3.2991 5.2904 0.3534
C 3.0226 5.2943 1.6895
C 2.1215 4.3501 2.2226
C 1.5407 3.4052 1.4255
C 1.8293 3.3605 0.0419
N 1.2501 2.4054 -0.7467
H 2.3433 3.4092 -3.7524
H 3.5735 5.0862 -2.3307
H 3.9712 6.0219 -0.0773
H 3.4793 6.0280 2.3398
H 1.8793 4.3834 3.2770
H 0.8345 2.6962 1.8201
C 1.8308 -4.2625 -5.0109
C 2.0519 -3.5365 -3.7042
O 0.8121 -2.9167 -3.3164
P 0.5196 -2.5827 -1.8015
O -0.7398 -1.7668 -1.7356
Te 2.2847 -1.2769 -0.7963
O 0.2865 -3.9683 -1.0842
C 1.1215 -4.6692 -0.1529
C 1.3331 -6.0876 -0.6341
H 2.7738 -4.6727 -5.3715
H 1.4421 -3.5750 -5.7602
H 1.1191 -5.0775 -4.8854
H 2.7990 -2.7454 -3.7981
H 2.3801 -4.2251 -2.9200
H 0.5893 -4.6521 0.8002
H 2.0647 -4.1288 -0.0287
H 0.3977 -6.6447 -0.6285
H 2.0440 -6.5951 0.0184
H 1.7320 -6.0989 -1.6486
O -2.3588 -0.2395 -0.3579
C -2.5465 0.9940 -0.6026
O -1.5261 1.7244 -0.6205
C -3.8993 1.5171 -0.8735
C -4.1036 2.8922 -0.9038
C -5.3681 3.3901 -1.1603
C -6.3909 2.4856 -1.3905
C -6.2098 1.1135 -1.3703
C -4.9426 0.6258 -1.1002
N -7.7413 3.0131 -1.6696
O -7.8846 4.2187 -1.6568
O -8.6172 2.2108 -1.9182
H -3.2704 3.5571 -0.7250
H -5.5719 4.4491 -1.1855
H -7.0455 0.4577 -1.5587
H -4.7509 -0.4372 -1.0610
*
```

4.
Formula: C29H28N2O5S
Source: the Open Molecules 2025 dataset
Level of theory: ωB97M-V with the def2-TZVPD basis set

As for the LUMO energy: 0.387 eV. The value obtained for the highest occupied orbital energy is -0.3010 Eh. The value obtained for the frontier orbital gap is 8.58 eV. Its SMILES is CCOc1ccccc1NC(=O)c1cccc(S(=O)(=O)N(Cc2ccccc2)c2ccccc2OC)c1. The calculation puts the calculated total energy at -2005.79486 Eh. As for the energy above the lowest of the compared OMol25 structures with the same formula, charge and spin: 20.23 kcal per mole.

```
! wB97M-V def2-TZVPD RIJCOSX def2/J DEFGRID3
* xyz 0 1
C 3.8353 -0.9932 -0.2314
C 4.1319 -0.3733 1.1261
O 3.0765 -0.7322 1.9961
C 3.0452 -0.2316 3.2692
C 4.0725 0.4495 3.8970
C 3.9034 0.9100 5.1965
C 2.7157 0.6987 5.8684
C 1.6756 0.0204 5.2508
C 1.8319 -0.4443 3.9574
N 0.8368 -1.0952 3.2275
C -0.5104 -1.0425 3.3877
O -1.0788 -0.7170 4.4104
C -1.2596 -1.4081 2.1427
C -2.5813 -1.8343 2.2405
C -3.3328 -2.0783 1.1031
C -2.7818 -1.8685 -0.1518
C -1.4754 -1.4284 -0.2430
S -0.7707 -1.0414 -1.8459
O -1.2185 -2.0455 -2.7671
O 0.6406 -0.8334 -1.6728
N -1.5813 0.4082 -2.1514
C -0.7941 1.6002 -1.8610
C -0.5745 1.7322 -0.3802
C -1.6603 1.7326 0.4877
C -1.4700 1.8518 1.8525
C -0.1903 1.9811 2.3665
C 0.8958 1.9863 1.5082
C 0.7056 1.8582 0.1424
C -2.2846 0.3957 -3.3821
C -3.6535 0.5785 -3.4093
C -4.3412 0.4910 -4.6098
C -3.6540 0.1967 -5.7724
C -2.2813 0.0063 -5.7576
C -1.5809 0.1202 -4.5646
O -0.2367 0.0028 -4.4199
C 0.4865 -0.6866 -5.4139
C -0.7097 -1.2079 0.8793
H 4.5938 -0.6875 -0.9463
H 3.8416 -2.0772 -0.1528
H 2.8569 -0.6861 -0.5956
H 4.1921 0.7211 1.0480
H 5.0882 -0.7498 1.5151
H 5.0050 0.6304 3.3853
H 4.7129 1.4394 5.6759
H 2.5912 1.0625 6.8765
H 0.7365 -0.1397 5.7540
H 1.1832 -1.4207 2.3345
H -3.0061 -1.9634 3.2249
H -4.3531 -2.4191 1.1944
H -3.3412 -2.0365 -1.0585
H 0.1680 1.5550 -2.3840
H -1.3605 2.4604 -2.2331
H -2.6566 1.6305 0.0833
H -2.3183 1.8416 2.5199
H -0.0404 2.0729 3.4317
H 1.8937 2.0907 1.9089
H 1.5539 1.8501 -0.5259
H -4.1718 0.7800 -2.4842
H -5.4102 0.6366 -4.6312
H -4.1874 0.1095 -6.7072
H -1.7653 -0.2279 -6.6756
H 0.0296 -1.6565 -5.6253
H 0.5603 -0.0976 -6.3346
H 1.4804 -0.8385 -4.9966
H 0.2918 -0.8389 0.7226
*
```